Here is C46H60N5RuSbSi3 as an isolated structure in a non-equilibrium geometry from the OMol25 dataset. Energies are from ωB97M-V/def2-TZVPD.

Calculated values
<S²>	1.06
HOMO energy (spin up / spin down)	-9.71 / -9.62	eV
Kohn-Sham gap (spin up / spin down)	0.2234 / 0.2399	hartree
multiplicity	2
net charge	+1

Last column: Löwdin spin population.
CARTESIAN COORDINATES (ANGSTROEM)
Ru1 1.0193 0.1447 -0.2855  1.338
C1 4.2975 -1.6091 0.5504  0.001
C2 4.1388 -0.6270 1.6838  0.002
C3 5.1312 -0.5576 2.6534  0.001
C4 4.9577 0.2689 3.7445  -0.001
C5 3.8063 1.0357 3.8254  0.001
C6 2.8874 0.9758 2.7925  0.001
N1 3.0360 0.1418 1.7413  0.036
C7 0.3505 1.4865 2.2316  0.005
C8 -0.2983 2.4873 3.2231  0.001
C9 -0.4798 3.8116 2.5797  -0.005
C10 -0.3378 3.9735 1.2766  0.001
C11 -0.1232 2.8235 0.3828  -0.005
N2 0.1534 1.6829 0.7994  0.017
C12 -0.3521 2.9571 -1.0743  0.000
C13 -0.9664 4.0819 -1.5760  -0.002
C14 -1.1441 4.2018 -2.9456  -0.002
C15 -0.6616 3.2039 -3.7518  -0.001
C16 -0.0696 2.0805 -3.1717  0.000
C17 0.5037 1.0245 -4.0600  0.000
N3 0.0396 1.9396 -1.8484  0.011
H1 4.5644 -2.5975 0.9291  0.000
H2 5.0901 -1.2926 -0.1334  0.000
H3 3.3736 -1.6905 -0.0009  0.000
H4 6.0148 -1.1792 2.5566  0.000
H5 5.7060 0.3097 4.5289  0.000
H6 3.6335 1.7020 4.6631  0.000
H7 -1.1854 2.1623 3.7673  0.000
H8 -0.6979 4.6636 3.2230  0.000
H9 -0.4233 4.9607 0.8416  0.000
H10 -1.3111 4.8614 -0.9097  0.000
H11 -1.6413 5.0687 -3.3673  0.000
H12 -0.7403 3.2670 -4.8329  0.000
H13 -0.2499 0.6385 -4.7506  0.000
H14 0.8956 0.2071 -3.4714  0.000
H15 1.3163 1.4465 -4.6594  0.000
C18 -2.7440 0.8490 0.9956  0.001
Sb1 -2.0642 -1.1996 0.8849  -0.008
C19 0.1362 -0.9241 1.3885  -0.083
C20 0.1733 0.0211 2.5483  -0.002
C21 1.7345 1.9407 2.7660  0.001
C22 1.0211 2.4319 4.0704  -0.001
C23 0.8520 1.4250 5.1669  -0.007
C24 0.4111 0.1883 4.9601  0.000
N4 0.1821 -0.4731 3.7350  -0.017
Si1 0.7304 -2.6592 2.0461  -0.005
C25 2.2444 -2.7469 3.1449  0.000
C26 -0.5852 -3.6056 2.9872  -0.003
C27 1.2758 -3.6812 0.5627  0.000
C28 -2.5782 -1.6518 -1.2786  -0.002
C29 -1.3369 -1.6713 -2.1204  0.009
C30 -1.3315 -1.9511 -3.5051  -0.001
C31 -0.1447 -2.2282 -4.1549  0.006
C32 1.0520 -2.1981 -3.4419  0.001
C33 0.9729 -1.8588 -2.1137  0.010
N5 -0.1712 -1.5937 -1.4714  0.024
Si2 -4.0145 -0.5810 -1.8891  0.000
C34 -5.2938 -0.3797 -0.5318  0.000
C35 -4.9771 -1.2810 -3.3344  0.000
C36 -3.3445 1.0475 -2.4944  0.000
Si3 -3.1640 -3.4869 -1.2047  0.000
C37 -1.8685 -4.5808 -0.4367  0.000
C38 -4.7434 -3.5849 -0.2160  0.000
C39 -3.4388 -4.2045 -2.9073  0.000
H16 -2.3952 1.2546 1.9498  0.000
H17 -3.8308 0.8702 0.9807  0.000
H18 -2.3527 1.4450 0.1806  0.000
H19 2.0272 2.8047 2.1741  0.000
H20 1.3707 3.3902 4.4494  0.000
H21 1.0110 1.7478 6.1913  0.000
H22 0.2586 -0.4493 5.8265  0.000
H23 2.0890 -2.2944 4.1293  0.000
H24 3.1290 -2.2895 2.6910  0.000
H25 2.4657 -3.8168 3.2860  0.000
H26 -0.8078 -3.0750 3.9198  0.000
H27 -0.1799 -4.5980 3.2394  0.000
H28 -1.5249 -3.7529 2.4555  0.000
H29 2.3251 -3.4544 0.3208  0.000
H30 0.6732 -3.5184 -0.3280  0.000
H31 1.2246 -4.7526 0.8095  0.000
H32 -2.2791 -2.0118 -4.0342  0.000
H33 -0.1442 -2.4773 -5.2121  0.000
H34 2.0052 -2.4273 -3.9071  0.000
H35 1.8584 -1.8867 -1.4905  0.005
H36 -6.1760 -0.9847 -0.7749  0.000
H37 -5.6190 0.6675 -0.4585  0.000
H38 -4.9432 -0.6957 0.4553  0.000
H39 -5.4709 -2.2295 -3.0859  0.000
H40 -4.3843 -1.4264 -4.2482  0.000
H41 -5.7670 -0.5524 -3.5714  0.000
H42 -2.6502 1.5103 -1.7860  0.000
H43 -4.1684 1.7505 -2.6786  0.000
H44 -2.8140 0.8980 -3.4452  0.000
H45 -1.4425 -4.1775 0.4853  0.000
H46 -1.0450 -4.7710 -1.1390  0.000
H47 -2.3289 -5.5500 -0.1941  0.000
H48 -4.6991 -2.9737 0.6921  -0.001
H49 -4.9090 -4.6274 0.0902  0.000
H50 -5.6158 -3.2667 -0.8057  0.000
H51 -2.4913 -4.3254 -3.4448  0.000
H52 -4.1243 -3.6256 -3.5370  0.000
H53 -3.8732 -5.2064 -2.7743  0.000
C40 2.7900 1.2640 -1.2207  -0.211
C41 3.0680 2.6632 -0.8176  -0.009
C42 3.8946 2.9623 0.2749  -0.028
C43 4.1495 4.2712 0.6602  0.004
C44 3.5987 5.3330 -0.0492  -0.034
C45 2.8268 5.0634 -1.1713  0.004
C46 2.5752 3.7500 -1.5514  -0.029
H54 3.5741 0.5857 -0.9325  -0.010
H55 2.5126 1.1546 -2.2645  -0.012
H56 4.3603 2.1488 0.8145  -0.001
H57 4.7954 4.4655 1.5116  0.001
H58 3.8010 6.3570 0.2469  -0.002
H59 2.4279 5.8813 -1.7652  0.001
H60 2.0060 3.5606 -2.4579  -0.001

Here is C46H62BN10S3Sn as an isolated structure in a non-equilibrium geometry from the OMol25 dataset. Energies are from ωB97M-V/def2-TZVPD.

Calculated values
ΔE to the lowest compared entry with this formula, charge and spin	133.2	kcal/mol
HOMO energy	-8.73	eV
Kohn-Sham gap	0.1694	hartree
net charge	+1

Last column: Löwdin charge in e.
CARTESIAN COORDINATES (ANGSTROEM)
Sn1 -0.2996 0.0632 0.1165  1.238
C1 4.7130 3.9562 1.7370  -0.077
C2 3.3055 4.3922 1.3140  -0.192
C3 2.2694 3.3544 1.6186  -0.131
C4 1.3796 3.3301 2.6564  -0.123
C5 1.1477 4.3955 3.6821  -0.179
C6 0.1741 5.4627 3.1713  -0.078
C7 0.6345 2.1082 2.5130  -0.224
N1 1.0762 1.4009 1.4181  0.009
C8 2.0534 2.1400 0.8805  -0.258
C9 2.7732 1.7688 -0.2838  0.073
C10 2.6917 0.6399 -1.0286  -0.215
C11 3.4507 0.3928 -2.2275  -0.127
C12 4.3847 1.3686 -2.8713  -0.165
C13 3.6967 2.1292 -4.0191  -0.063
C14 3.0410 -0.8162 -2.7016  -0.137
C15 2.0110 -1.2774 -1.7782  -0.246
C16 1.3185 -2.6227 -1.9481  -0.226
C17 0.3082 -3.1071 -0.9281  -0.151
N2 -0.2080 -2.2783 -0.0363  0.044
C18 -1.1628 -3.0088 0.6688  -0.305
C19 -1.9269 -2.5696 1.7087  -0.080
C20 -1.8198 -1.4037 2.4871  -0.397
N3 -0.9230 -0.4245 2.2449  -0.036
C21 -1.1349 0.5188 3.2180  -0.215
C22 -0.3855 1.6865 3.3385  0.102
C23 -2.1979 0.1121 4.0883  -0.117
C24 -2.6268 -1.1072 3.6285  -0.128
C25 -3.7549 -1.9413 4.1509  -0.174
C26 -5.0864 -1.5762 3.4815  -0.073
C27 -2.7631 0.9031 5.2283  -0.184
C28 -2.2645 0.4186 6.5937  -0.078
C29 -1.2234 -4.3399 0.1582  -0.122
C30 -0.2584 -4.4493 -0.8175  -0.086
C31 -0.1106 -5.8010 -1.5148  -0.184
C32 1.2352 -6.4527 -1.8375  -0.096
C33 -2.1914 -5.3836 0.6279  -0.186
C34 -1.6379 -6.2265 1.7821  -0.071
N4 1.8142 -0.4374 -0.7984  0.014
C35 3.5931 -1.4556 -3.9543  -0.181
C36 5.0418 -1.9422 -3.8255  -0.066
H1 5.4393 4.7468 1.5478  0.075
H2 5.0315 3.0626 1.1971  0.069
H3 4.7348 3.7222 2.8021  0.081
H4 3.2911 4.6196 0.2442  0.100
H5 3.0483 5.3173 1.8332  0.106
H6 2.1000 4.8649 3.9348  0.114
H7 0.7570 3.9586 4.6026  0.107
H8 0.5742 5.9435 2.2771  0.054
H9 0.0017 6.2311 3.9257  0.078
H10 -0.7873 5.0150 2.9104  0.074
H11 3.4925 2.5027 -0.6254  0.112
H12 5.2752 0.8608 -3.2393  0.101
H13 4.7361 2.0861 -2.1297  0.101
H14 3.6992 1.5507 -4.9427  0.068
H15 4.2139 3.0676 -4.2202  0.075
H16 2.6580 2.3493 -3.7653  0.069
H17 1.1517 -2.1744 -3.9925  0.151
H18 -2.6879 -3.2651 2.0394  0.121
H19 -0.6162 2.3257 4.1819  0.117
H20 -3.8344 -1.8053 5.2305  0.105
H21 -3.5449 -3.0007 3.9874  0.107
H22 -5.4008 -0.5718 3.7675  0.072
H23 -5.8714 -2.2734 3.7748  0.076
H24 -4.9949 -1.5946 2.3933  0.057
H25 -3.8526 0.8391 5.1919  0.111
H26 -2.5132 1.9586 5.1080  0.101
H27 -2.5498 -0.6185 6.7714  0.068
H28 -2.6856 1.0263 7.3947  0.075
H29 -1.1767 0.4796 6.6544  0.078
H30 -0.7255 -5.8049 -2.4206  0.098
H31 -0.5973 -6.5012 -0.8422  0.090
H32 1.7479 -6.0234 -2.6955  0.044
H33 1.0491 -7.4995 -2.0796  0.083
H34 1.9135 -6.4370 -0.9825  0.085
H35 -2.4697 -6.0278 -0.2058  0.113
H36 -3.1157 -4.8965 0.9412  0.111
H37 -0.7630 -6.7987 1.4689  0.074
H38 -2.3898 -6.9286 2.1419  0.077
H39 -1.3355 -5.5893 2.6146  0.078
H40 3.5358 -0.7197 -4.7595  0.113
H41 3.0038 -2.3123 -4.2877  0.088
H42 5.7160 -1.1205 -3.5934  0.066
H43 5.3751 -2.3943 -4.7595  0.083
H44 5.1493 -2.6849 -3.0350  0.071
C37 2.4591 -3.6553 -2.1042  0.030
N5 0.5118 -2.5053 -3.2689  0.038
C38 -0.1939 -3.7221 -3.6549  -0.022
C39 -1.4856 -3.4485 -3.5075  -0.009
N6 -1.7087 -2.1217 -3.1399  0.026
B1 -3.2064 -1.6344 -2.8807  -0.424
N7 -3.1563 -0.2173 -2.3162  -0.032
C40 -3.3228 0.9294 -3.0695  -0.092
C41 -3.3286 1.9832 -2.2336  -0.076
N8 -3.1581 1.4761 -0.9554  -0.125
C42 -3.0913 2.2590 0.2569  -0.067
C43 -3.0552 0.1246 -1.0091  -0.677
S1 -2.8115 -0.8902 0.3422  0.858
C44 -0.5808 -1.4478 -3.1365  -0.671
S2 -0.2102 0.1391 -3.1711  0.813
H45 2.3782 -4.4052 -1.3302  0.079
H46 3.4208 -3.1680 -1.9834  0.083
H47 2.4591 -4.1545 -3.0717  0.089
H48 0.3253 -4.6270 -3.9123  0.123
H49 -2.3295 -4.1073 -3.6390  0.150
H50 -3.8048 -1.6486 -3.9337  0.084
H51 -3.6320 -2.4209 -2.0753  0.075
H52 -3.4238 0.8927 -4.1387  0.126
H53 -3.4246 3.0365 -2.4255  0.119
H54 -3.6203 3.1972 0.0997  0.094
H55 -2.0505 2.4566 0.5209  0.025
H56 -3.5551 1.7029 1.0680  0.079
C45 -0.8238 6.9455 -0.1995  -0.077
N9 -0.9262 5.5370 -0.5252  -0.047
C46 -0.0168 4.8372 -1.2197  -0.875
N10 1.0645 5.5341 -1.6524  0.107
S3 -0.1904 3.1919 -1.5204  0.641
H57 -1.6697 7.2205 0.4239  0.094
H58 -0.8537 7.5678 -1.0972  0.090
H59 0.0934 7.1610 0.3521  0.077
H60 -1.6873 4.9936 -0.1560  0.107
H61 1.0316 6.5367 -1.7333  0.091
H62 1.6533 5.0450 -2.3054  0.088

Here is C46H63MnN5O3P as an isolated structure from the OMol25 dataset. Energies are from ωB97M-V/def2-TZVPD.

Calculated values
<S²>	6.06
ΔE to the lowest compared entry with this formula, charge and spin	2.4	kcal/mol
HOMO energy (spin up / spin down)	-5.05 / -6.04	eV
Kohn-Sham gap (spin up / spin down)	0.1982 / 0.2333	hartree
multiplicity	5
net charge	0

Last column: Löwdin spin population.
CARTESIAN COORDINATES (ANGSTROEM)
Mn1 0.5183 -0.6466 0.1124  2.952
C1 -1.3216 1.2022 3.5724  0.004
C2 -1.2377 0.3669 2.3183  0.069
N1 -0.0338 0.1074 1.8616  0.182
N2 1.0057 0.6933 2.5900  -0.003
C3 2.0975 0.7100 1.8889  0.052
O1 2.2314 0.2134 0.6936  0.039
C4 3.2921 1.3670 2.4954  0.000
C5 4.4046 1.6424 1.7071  0.009
C6 5.5220 2.2624 2.2541  -0.001
C7 5.5362 2.6123 3.5959  0.010
C8 4.4232 2.3481 4.3858  -0.001
C9 3.3069 1.7365 3.8391  0.008
C10 -2.4243 -0.0728 1.6500  0.169
C11 -3.7108 0.3161 2.1341  0.023
C12 -4.8650 0.0774 1.4611  0.106
C13 -4.8076 -0.6168 0.2264  0.088
C14 -3.6028 -1.1024 -0.1693  0.033
N3 -2.4321 -0.8788 0.4893  0.169
H1 -0.9060 0.6487 4.4169  0.002
H2 -2.3209 1.5270 3.8214  0.000
H3 -0.6893 2.0795 3.4571  0.001
H4 4.3727 1.3879 0.6558  0.001
H5 6.3809 2.4729 1.6288  0.000
H6 6.4070 3.0919 4.0255  0.001
H7 4.4266 2.6231 5.4334  0.000
H8 2.4351 1.5238 4.4429  0.000
H9 -3.7726 0.8242 3.0791  -0.001
H10 -5.8114 0.4032 1.8736  0.005
H11 -5.6893 -0.8283 -0.3610  0.005
H12 -3.5142 -1.7432 -1.0292  0.001
C15 -1.3901 -1.7281 -2.2465  0.005
O2 -1.5756 -2.4635 -1.0654  -0.007
C16 -1.2326 -1.7664 0.1490  -0.018
C17 -1.2811 -2.8672 1.2025  0.014
H13 -2.0612 -0.8636 -2.3135  0.000
H14 -1.5989 -2.3989 -3.0827  0.000
H15 -0.3632 -1.3565 -2.3320  0.004
H16 -0.5896 -3.6670 0.9529  0.000
H17 -2.2885 -3.3017 1.2475  0.000
H18 -1.0241 -2.4778 2.1894  0.002
C18 4.4674 -4.1971 2.2707  0.000
C19 4.8857 -2.7382 2.1250  0.000
C20 4.4969 -2.1850 0.7384  0.000
C21 3.2364 -2.8671 0.1782  0.001
C22 2.3090 -3.2193 1.3536  0.009
C23 2.9365 -4.2971 2.2533  0.001
P1 2.1987 -1.9760 -1.0938  -0.005
C24 1.8281 -3.3753 -2.2504  -0.002
C25 1.0000 -4.4802 -1.5874  -0.001
C26 0.4719 -5.4727 -2.6325  0.000
C27 1.4904 -5.7282 -3.7606  0.000
C28 2.9089 -5.4550 -3.2708  0.000
C29 3.0737 -3.9623 -2.9586  -0.001
C30 3.1618 -0.8769 -2.2731  0.000
C31 2.5886 0.5450 -2.3268  0.004
C32 2.9775 1.2151 -3.6556  0.000
C33 4.3597 0.7531 -4.1503  0.000
C34 5.2491 0.4163 -2.9591  0.000
C35 4.6927 -0.7817 -2.1609  0.000
H19 4.8678 -4.6345 3.1869  0.000
H20 4.8927 -4.7731 1.4421  0.000
H21 5.9611 -2.6238 2.2710  0.000
H22 4.4031 -2.1466 2.9095  0.000
H23 5.3312 -2.3304 0.0506  0.000
H24 4.3160 -1.1166 0.8239  0.000
H25 3.5320 -3.8103 -0.2929  0.000
H26 1.3418 -3.5568 0.9943  0.002
H27 2.1209 -2.3049 1.9245  0.005
H28 2.6264 -5.2913 1.9198  0.000
H29 2.5523 -4.1747 3.2689  0.000
H30 1.1864 -2.9106 -3.0104  0.000
H31 0.1650 -4.0431 -1.0445  0.000
H32 1.6208 -5.0094 -0.8566  0.000
H33 -0.4606 -5.0879 -3.0533  0.000
H34 0.2209 -6.4128 -2.1363  0.000
H35 1.2861 -5.0649 -4.6077  0.000
H36 1.3941 -6.7474 -4.1378  0.000
H37 3.6492 -5.7607 -4.0127  0.000
H38 3.1029 -6.0507 -2.3733  0.000
H39 3.2352 -3.4284 -3.8992  0.000
H40 3.9785 -3.8079 -2.3637  0.000
H41 2.9225 -1.3369 -3.2384  0.000
H42 2.9595 1.1120 -1.4710  0.000
H43 1.5053 0.5349 -2.2141  0.003
H44 2.9743 2.3006 -3.5257  0.000
H45 2.2261 0.9924 -4.4204  0.000
H46 4.8177 1.5240 -4.7729  0.000
H47 4.2592 -0.1345 -4.7831  0.000
H48 5.3080 1.2953 -2.3097  0.000
H49 6.2697 0.2017 -3.2809  0.000
H50 4.9812 -0.6636 -1.1215  0.000
H51 5.1486 -1.7097 -2.5178  0.000
C36 -3.3224 4.0482 -3.2449  0.000
N4 -2.5919 2.8125 -3.0202  0.002
N5 -2.0561 2.4985 -1.7824  0.003
C37 -1.0504 1.5675 -1.9288  0.007
O3 -0.4780 1.0690 -0.9537  0.041
C38 -0.9447 1.3456 -3.3431  0.001
C39 -1.8736 2.1366 -3.9507  0.000
C40 -2.1465 2.3284 -5.4024  0.000
C41 -2.5847 3.0038 -0.5674  0.001
C42 -1.7125 3.5310 0.3761  0.003
C43 -2.2306 4.0732 1.5422  0.000
C44 -3.6016 4.0882 1.7630  0.001
C45 -4.4600 3.5402 0.8209  0.000
C46 -3.9530 2.9859 -0.3446  0.001
H52 -3.2662 4.6662 -2.3529  0.000
H53 -4.3716 3.8558 -3.4671  0.000
H54 -2.8719 4.5962 -4.0706  0.000
H55 -0.2658 0.6586 -3.8185  0.000
H56 -1.5909 1.5911 -5.9765  0.000
H57 -1.8350 3.3207 -5.7356  0.000
H58 -3.2083 2.2174 -5.6247  0.000
H59 -0.6462 3.4990 0.1949  0.000
H60 -1.5565 4.4859 2.2803  0.000
H61 -3.9996 4.5208 2.6719  0.000
H62 -5.5272 3.5252 0.9995  0.000
H63 -4.6107 2.5265 -1.0730  0.001